C4H8O5 | the ωB97M-V functional and the def2-TZVPD basis

**HOMO energy (spin up / spin down)**: -9.520 / -10.042 eV
**Orbital gap (spin up / spin down)**: 9.63 / 7.72 eV
**Relative energy (zero: lowest compared OMol25 entry of this formula, charge and spin)**: 900.5 kJ/mol

```
17
Properties=species:S:1:pos:R:3:forces:R:3
C 2.776 4.509 1.456 1.2749 -1.9839 -0.6131
C 3.939 5.000 2.258 0.6071 -0.0758 -0.2418
H 4.857 4.698 1.760 0.0858 -0.0277 -0.1009
H 1.857 6.439 1.551 -0.1875 0.2496 0.1769
H 1.182 5.489 -0.701 -0.1477 0.1114 -0.7312
O 2.781 3.388 0.969 -0.3208 1.4401 0.3425
H 3.945 6.077 2.382 -0.0752 0.1281 0.1891
O 0.669 4.922 2.327 1.8460 0.1612 2.9802
H -0.260 5.760 0.346 0.2006 -0.0479 -0.1735
O 1.417 4.677 3.423 -1.6044 0.1689 -0.2627
H -0.074 4.125 3.899 -1.8427 -1.2881 0.6813
H 0.456 4.118 0.180 -0.0429 0.3971 -0.3166
O -1.917 4.202 3.444 -0.2338 0.2108 -0.1686
C 1.582 5.410 1.352 -1.4943 -0.0141 -1.0098
O -0.948 3.578 4.058 1.6140 0.6925 0.0411
C 0.665 5.197 0.193 0.4264 -0.2429 -0.8533
H 3.939 4.500 3.225 -0.1054 0.1208 0.0606
```
Forces are in eV/Å.